Below is a cluster of 10 separate species, C37H62Br18F9NO2P in total, with properties calculated with the ωB97M-V functional and the def2-TZVPD basis.

Results
* HOMO level: -0.3947 hartree
* total charge: +1
* orbital gap: 7.692 eV

Last column: Mulliken charge in e.
Element x y z (Å)
C 1.64200 -4.87336 2.89743  0.127
C 1.89684 -3.68389 3.83278  -0.072
O 0.90328 -2.67217 3.56202  -0.372
C 1.46969 -1.55006 2.94113  -0.265
C 0.36637 -0.63190 2.41720  -0.596
O -0.81802 -1.39206 2.09291  -0.402
N -1.44831 -1.00969 0.94168  0.473
C -1.32432 -1.80340 -0.13493  -0.202
C -0.46222 -3.05135 -0.10427  0.319
C 0.48418 -3.18755 -1.30785  -0.833
C 1.96552 -2.95682 -1.03190  0.908
F 2.32998 -3.45638 0.16373  -0.068
F 2.65475 -3.63610 -1.98744  -0.366
C 2.36376 -1.46779 -1.19768  0.487
F 2.34013 -1.21703 -2.52819  -0.339
F 1.42402 -0.65420 -0.65838  -0.242
C 3.78463 -1.07933 -0.71484  0.296
F 4.00279 -1.42613 0.55824  -0.081
F 4.66638 -1.66666 -1.53577  -0.291
C 4.07567 0.45395 -0.80360  0.472
F 4.00713 0.91218 -2.04431  -0.244
F 5.34386 0.61243 -0.39361  -0.268
F 3.31435 1.15518 0.03206  -0.188
C -1.99925 -1.47804 -1.28763  -0.717
C -2.78310 -0.34048 -1.37254  -1.078
C -2.85647 0.45546 -0.22952  -0.198
C -2.19782 0.11552 0.92136  -0.188
P -2.35601 1.23688 2.39177  0.285
C -3.97847 2.08497 2.23522  -0.310
C -4.04437 3.30724 1.26546  -1.443
C -1.04113 2.50781 2.11418  -0.435
C -1.32353 3.79767 2.94275  -1.266
H 2.49111 -5.04099 2.23151  0.190
H 0.76197 -4.69414 2.28740  -0.257
H 1.50938 -5.78810 3.47775  -0.086
H 2.89646 -3.26628 3.69596  -0.076
H 1.83278 -3.97402 4.88307  0.416
H 1.99761 -0.95440 3.70181  0.577
H 2.21340 -1.80636 2.18033  -0.046
H 0.70889 0.00291 1.59985  0.379
H 0.08924 0.03607 3.23531  0.472
H -1.16283 -3.89040 -0.13386  0.504
H 0.03501 -3.10660 0.86276  -0.482
H 0.20531 -2.55911 -2.15365  0.520
H 0.40225 -4.21656 -1.65772  -0.050
H -1.92507 -2.10307 -2.16772  0.638
H -3.29203 -0.11364 -2.29207  0.808
H -3.45438 1.35253 -0.26670  0.584
H -4.75466 1.35816 1.98898  0.253
H -4.20794 2.45094 3.23512  0.534
H -4.90201 3.18111 0.60350  0.360
H -3.15873 3.42891 0.63917  0.343
H -4.15997 4.23029 1.82987  0.324
H -0.06479 2.13210 2.41337  0.358
H -0.94948 2.76217 1.05225  0.446
H -1.98491 3.55728 3.77486  0.313
H -1.75179 4.55060 2.28698  0.254
H -0.36972 4.17342 3.30596  0.422
Br 0.99783 4.46889 -2.79811  -0.046
C 2.93662 4.38068 -2.64642  -0.202
C 3.44208 5.28983 -1.56025  -0.518
Br 3.43780 7.15052 -2.12901  -0.171
H 3.34459 4.62372 -3.62226  0.410
H 3.16004 3.34344 -2.41088  -0.162
H 4.48149 5.06609 -1.32928  0.389
H 2.85046 5.23380 -0.65154  0.353
Br -5.83419 -0.04944 3.49838  -0.049
C -5.47033 -0.98743 5.16775  -0.556
C -5.43462 -0.03193 6.32936  -0.615
Br -3.78043 0.99249 6.36160  -0.128
H -4.53661 -1.52274 5.02872  0.354
H -6.28271 -1.70126 5.28539  0.348
H -5.45577 -0.57718 7.27018  0.372
H -6.24825 0.68568 6.30881  0.374
Br -0.93442 -6.24806 -2.88830  -0.144
C -0.30620 -5.67296 -4.64399  -0.393
C -0.70311 -4.25284 -4.94048  0.138
Br -2.58542 -4.10647 -5.41247  -0.123
H -0.70115 -6.38286 -5.36652  0.062
H 0.77767 -5.76323 -4.60538  0.402
H -0.15921 -3.88094 -5.80641  0.436
H -0.54058 -3.58663 -4.09971  -0.307
Br 1.40597 12.37401 0.92569  -0.144
C 2.89699 11.12516 0.96143  -0.588
C 2.59181 9.86323 0.20019  -0.588
Br 1.41046 8.68460 1.20266  -0.110
H 3.12526 10.93994 2.00592  0.386
H 3.72542 11.65586 0.49742  0.384
H 3.50006 9.28744 0.04047  0.314
H 2.11213 10.05043 -0.75524  0.344
Br 0.44231 -7.55836 5.03362  -0.125
C -1.45455 -7.83247 4.67001  -0.586
C -1.73475 -8.11488 3.21821  -0.608
Br -1.66481 -6.50315 2.12955  -0.096
H -1.97200 -6.95187 5.03618  0.373
H -1.73010 -8.69310 5.27539  0.353
H -2.74817 -8.49070 3.09748  0.354
H -1.03324 -8.81902 2.78301  0.372
Br 5.48622 -0.86048 3.70141  -0.144
C 6.87273 -2.22873 3.74295  -0.605
C 6.49065 -3.42903 2.91973  -0.379
Br 5.17090 -4.52531 3.83683  -0.100
H 7.04134 -2.47124 4.78689  0.405
H 7.76014 -1.75151 3.33328  0.360
H 7.35089 -4.07722 2.76819  0.381
H 6.06586 -3.16404 1.95665  0.106
Br -2.95469 12.34612 -1.27753  -0.142
C -1.42802 11.14136 -1.26224  -0.593
C -1.71448 9.87173 -2.01733  -0.493
Br -2.84912 8.67080 -0.98976  -0.154
H -1.17709 10.96311 -0.22152  0.289
H -0.62122 11.69407 -1.73891  0.354
H -0.79407 9.31710 -2.19180  0.314
H -2.21624 10.04555 -2.96375  0.408
Br -3.33891 2.16932 -2.70079  0.000
C -3.60261 3.20186 -4.33592  -0.680
C -2.35524 3.96277 -4.69144  -0.600
Br -2.14174 5.50690 -3.53215  -0.120
H -4.45756 3.84821 -4.16621  0.409
H -3.84935 2.47245 -5.10428  0.355
H -2.42315 4.35704 -5.70292  0.375
H -1.45050 3.36874 -4.59826  0.345
Br -0.60769 -6.94374 -7.77614  -0.094
C 0.06838 -8.72041 -8.19539  -0.567
C -0.48906 -9.74804 -7.24887  -0.605
Br 0.37583 -9.65169 -5.50845  -0.134
H 1.15122 -8.66025 -8.16508  0.374
H -0.25395 -8.92100 -9.21466  0.339
H -0.29138 -10.75204 -7.61750  0.372
H -1.55386 -9.62835 -7.07776  0.361

Below is a structure of composition C37H62F3O17SY, with properties calculated with the ωB97M-V functional and the def2-TZVPD basis.

Results
* HOMO level: -0.4782 hartree
* total charge: +2
* orbital gap: 5.769 eV

Last column: Mulliken charge in e.
Element x y z (Å)
Y 23.67868 9.11870 -19.10565  1.803
C 20.77041 7.17477 -22.19300  0.146
F 20.43823 6.95979 -23.44127  0.038
F 19.73725 6.93428 -21.38972  0.041
F 21.75904 6.37273 -21.79217  -0.209
S 21.34273 8.96066 -22.00856  -0.149
O 22.09910 8.88780 -20.73603  0.650
O 22.15898 9.19234 -23.17184  -0.206
O 20.18403 9.83093 -21.90478  -0.462
C 21.72002 3.39328 -25.31320  -0.882
C 21.32670 2.49427 -24.13608  -0.532
C 22.06909 3.09219 -22.95340  -0.212
O 23.20797 3.73757 -23.51458  -0.347
C 22.77379 4.36171 -24.73983  0.543
H 20.86489 3.96490 -25.68736  0.312
H 22.10505 2.90735 -26.20795  0.308
H 21.86313 1.56032 -24.31967  0.258
H 20.25852 2.32795 -24.04893  0.357
H 22.43572 2.28101 -22.32334  0.438
H 21.48796 3.79535 -22.34321  -0.129
H 23.67250 4.37812 -25.34717  0.410
H 22.34630 5.35506 -24.61562  -0.564
C 16.13343 7.10414 -23.89049  -0.554
C 17.01349 7.98172 -24.74867  -0.532
C 17.35350 9.16223 -23.82863  0.191
O 16.12022 9.30588 -23.14083  -0.537
C 15.62264 8.01533 -22.75745  0.165
H 16.65513 6.20928 -23.54128  0.172
H 15.32162 6.72622 -24.51438  0.406
H 16.44854 8.31499 -25.62053  0.387
H 17.90456 7.48033 -25.13761  0.189
H 17.62623 10.05593 -24.37803  0.276
H 18.12466 8.78488 -23.14340  -0.209
H 14.54527 8.04798 -22.64356  0.393
H 16.12402 7.78264 -21.81095  -0.367
C 17.25144 5.51962 -20.28867  1.308
C 18.06122 4.30600 -19.90233  -0.519
C 17.42330 3.92459 -18.53292  -0.561
O 16.17672 4.59032 -18.49566  -0.458
C 15.86164 5.11168 -19.80344  -0.557
H 17.27404 5.70909 -21.36445  -0.333
H 17.55576 6.44461 -19.79534  -0.670
H 19.11557 4.48871 -19.66798  0.138
H 18.02594 3.52822 -20.66293  0.382
H 18.02937 4.30787 -17.70546  0.208
H 17.46552 2.83554 -18.43418  0.358
H 15.27040 6.00406 -19.61302  0.328
H 15.37306 4.36623 -20.42821  0.367
C 23.21683 8.63672 -27.14106  -0.186
C 24.18269 7.97379 -28.11726  -0.838
C 24.54066 6.69986 -27.33393  -0.406
O 23.26913 6.24714 -26.89060  -0.356
C 22.54482 7.41264 -26.48708  0.235
H 22.48149 9.35911 -27.49312  0.321
H 23.77498 9.22466 -26.40624  0.034
H 25.05139 8.59050 -28.35890  0.369
H 23.82762 7.65284 -29.09612  0.300
H 25.28953 6.86275 -26.55186  0.135
H 24.98152 5.98702 -28.03200  0.427
H 22.46895 7.52351 -25.40058  -0.352
H 21.56889 7.20343 -26.93814  0.377
O 22.46644 11.24632 -19.44436  -0.572
C 21.65054 12.08864 -19.12047  0.004
O 21.87243 12.89361 -18.08555  -0.432
C 20.73005 13.73043 -17.83151  -0.471
C 19.57917 13.28656 -18.77970  -0.683
C 20.32746 12.39733 -19.78289  0.829
H 21.01932 14.76598 -17.99104  0.321
H 20.47675 13.54457 -16.79009  0.319
H 19.24972 14.19894 -19.26904  0.280
H 18.77208 12.88242 -18.17908  0.306
H 20.56304 12.92673 -20.70775  0.202
H 19.95331 11.40572 -20.03558  -0.252
O 21.54432 8.57846 -18.22615  -0.793
C 20.35280 8.27976 -18.14772  0.131
O 19.41715 9.20734 -18.12619  -0.227
C 18.15218 8.53723 -17.91412  -0.365
C 18.47732 7.22954 -17.22122  -0.430
C 19.77144 6.90212 -17.95963  0.675
H 17.51996 8.47344 -18.80540  0.073
H 17.51592 9.21078 -17.33170  0.438
H 17.74910 6.42391 -17.28608  0.250
H 18.60505 7.45888 -16.16249  0.355
H 19.71345 6.43122 -18.94765  -0.641
H 20.45494 6.23000 -17.43700  0.493
O 24.50021 10.40678 -20.96985  0.023
C 25.08241 11.27409 -21.61503  0.280
O 24.72228 11.56609 -22.83666  0.068
C 25.57321 12.58169 -23.42453  -0.457
C 26.61854 12.96025 -22.39511  -0.720
C 26.34869 11.99639 -21.21050  -0.594
H 24.92341 13.42038 -23.65014  0.388
H 26.02308 12.24832 -24.35608  0.312
H 26.41049 13.93716 -21.95805  0.262
H 27.64040 12.94897 -22.75716  0.390
H 26.09411 12.45530 -20.25093  0.321
H 27.22596 11.37624 -21.02689  0.285
O 23.06809 13.22121 -24.84147  -0.608
C 21.99438 12.68687 -24.84376  0.314
O 20.93718 13.07984 -24.12883  -0.426
C 19.75049 12.25183 -24.29742  -0.198
C 20.21991 11.13470 -25.24355  0.296
C 21.69534 11.36183 -25.50201  0.579
H 18.97044 12.90000 -24.68895  0.370
H 19.50876 11.89772 -23.29793  0.048
H 19.62226 11.16164 -26.15345  0.547
H 20.07728 10.21145 -24.68012  -0.472
H 22.00136 11.26540 -26.54264  0.360
H 22.26470 10.54530 -25.05828  -0.715
O 24.40754 7.65398 -20.93634  -0.672
C 24.79708 6.71807 -21.64450  -0.165
O 24.90116 5.51025 -21.20374  -0.356
C 25.14278 4.58558 -22.32114  0.120
C 25.68604 5.45456 -23.40977  -0.918
C 25.07019 6.84986 -23.13253  0.929
H 24.15557 4.14639 -22.49099  -0.152
H 25.77342 3.73926 -22.05797  0.369
H 25.57889 5.17157 -24.45350  0.281
H 26.75792 5.64907 -23.31425  0.516
H 24.08591 7.07795 -23.54846  -0.553
H 25.81250 7.63613 -23.23946  0.499